# 1
Entry from OMol25: a single C4H5N3O molecule at a distorted geometry (the ωB97M-V functional and the def2-TZVPD basis).

Last columns: bonded neighbours and bond lengths (Å).
Geometry (Å):
1 H -1.02 1.01 1.20  N2 1.022
2 N -0.42 0.29 1.61  H1 1.022, C3 1.253
3 C 0.25 -0.41 0.83  N2 1.253, C4 1.492, N5 1.430
4 C 1.15 -1.51 1.30  C3 1.492, H10 1.090, H11 1.090, H12 1.086
5 N 0.26 -0.32 -0.60  C3 1.430, C6 1.222
6 C -0.23 0.43 -1.42  N5 1.222, O7 1.307, C8 1.724
7 O -0.19 0.44 -2.73  C6 1.307, H13 0.995
8 C -1.21 1.80 -1.03  C6 1.724, N9 1.154
9 N -1.94 2.40 -0.38  C8 1.154
10 H 2.17 -1.33 0.95  C4 1.090
11 H 0.82 -2.46 0.88  C4 1.090
12 H 1.13 -1.55 2.38  C4 1.086
13 H -0.76 1.21 -2.98  O7 0.995

The SMILES is [H]/N=C(C)\N=C(\O)C#N. For the LUMO energy, the calculation gives -0.002 Ha.

=====

# 2
Entry from OMol25: a gas-phase ion, C6H11O (charge +1) at a distorted geometry (the ωB97M-V functional and the def2-TZVPD basis).

Last columns: bonded neighbours and bond lengths (Å).
Geometry (Å):
1 C 2.97 -0.01 0.37  O7 1.201, H8 1.108, H9 1.090
2 C -1.30 -0.79 0.64  C3 1.557, C4 1.542, H10 1.163, H11 1.132
3 C -1.66 0.56 -0.03  C2 1.557, C5 1.446, H12 1.093, H13 1.058
4 C -0.18 -1.21 -0.35  C2 1.542, C6 1.481, H14 1.107, H15 1.102
5 C -0.40 1.28 -0.13  C3 1.446, C6 1.791, H16 1.022, H17 1.092
6 C 0.75 -0.06 -0.44  C4 1.481, C5 1.791, O7 1.467, H18 1.016
7 O 1.80 -0.11 0.58  C1 1.201, C6 1.467
8 H 3.69 0.02 1.22  C1 1.108
9 H 3.31 -0.06 -0.67  C1 1.090
10 H -0.96 -0.65 1.74  C2 1.163
11 H -2.09 -1.60 0.53  C2 1.132
12 H -2.14 0.52 -1.01  C3 1.093
13 H -2.28 1.10 0.64  C3 1.058
14 H 0.33 -2.19 -0.38  C4 1.107
15 H -0.68 -1.12 -1.33  C4 1.102
16 H -0.13 2.10 -0.68  C5 1.022
17 H -0.25 1.60 0.90  C5 1.092
18 H 1.17 0.00 -1.37  C6 1.016

Its charge is +1. For the LUMO energy, the calculation gives -0.211 Ha.

=====

Which total energy belongs to each record? In order, -394.857275 -310.082731 Ha.
Which relative energy (zero: lowest compared OMol25 entry of this formula, charge and spin) belongs to each record? In order, 69.20 39.08 kcal/mol.